1.
Molecular formula: C3H3N3O
Method: DFT, ωB97M-V with the def2-TZVPD basis set

As for the SMILES: [H]/N=c1\cnocn1. The value obtained for the lowest unoccupied orbital energy is -0.4 eV. The calculation puts the orbital gap at 9.32 eV. As for the energy above the lowest of the compared OMol25 structures with the same formula, charge and spin: 85.6 kcal per mole.

```
! wB97M-V def2-TZVPD RIJCOSX def2/J DEFGRID3
* xyz 0 1
H 1.269 -2.250 0.122
N 1.615 -1.392 -0.200
C 0.666 -0.496 -0.184
C -0.721 -0.859 0.075
N -1.655 0.072 0.389
O -1.217 1.525 0.365
C 0.031 1.735 -0.150
N 0.860 0.777 -0.298
H -1.246 -1.835 -0.008
H 0.398 2.722 -0.112
*
```

Here are the natural (NBO) charges for atoms 1 to 4, given in e: atom 1 (H): 0.326, atom 2 (N): -0.580, atom 3 (C): 0.313, atom 4 (C): -0.021

=====

2.
Molecular formula: C5H26NO8V
Method: DFT, ωB97M-V with the def2-TZVPD basis set

The value obtained for the lowest unoccupied orbital energy (alpha / beta) is -4.2 / -4.3 eV. Its expectation value of S² is 3.754. The calculation puts the orbital gap (alpha / beta) at 7.10 / 7.04 eV.

```
! wB97M-V def2-TZVPD RIJCOSX def2/J DEFGRID3
* xyz 1 4
V 1.554 -1.999 0.432
O 0.448 -0.792 -0.817
H 0.002 -0.034 -0.421
C 0.460 3.035 3.152
C 0.472 2.294 1.818
C -0.921 1.760 1.453
O -1.247 0.593 2.199
C -2.528 0.103 1.903
N 0.846 3.256 0.778
H 1.476 3.342 3.401
H 0.186 2.350 3.959
H -0.177 3.918 3.172
H 1.190 1.473 1.884
H -1.015 1.548 0.379
H -1.615 2.592 1.623
H -2.782 -0.774 2.502
H -2.695 -0.218 0.868
H -3.301 0.853 2.099
H 0.148 3.984 0.690
H 1.000 2.796 -0.112
O 0.661 -1.001 2.157
H 0.594 -1.200 3.099
H -0.053 -0.340 1.997
O -2.333 -0.801 -0.714
H -1.350 -0.728 -0.716
H -2.517 -1.743 -0.692
O -0.054 -3.452 0.211
H -0.975 -3.407 -0.069
H 0.148 -4.397 0.255
O 1.231 1.713 -1.616
H 1.934 1.581 -2.261
H 0.958 0.815 -1.333
O 2.528 -2.747 -1.442
H 2.143 -2.295 -2.233
H 3.299 -3.219 -1.776
C 0.321 -1.507 -4.657
O 0.909 -1.774 -3.393
H 0.229 -2.411 -5.260
H -0.690 -1.115 -4.557
H 0.964 -0.858 -5.254
H 0.548 -1.191 -2.706
*
```

Here are the natural (NBO) charges for atoms 1 to 4, given in e: atom 1 (V): 1.537, atom 2 (O): -1.192, atom 3 (H): 0.448, atom 4 (C): -0.613

=====

3.
Molecular formula: C7H16FO2P
Method: DFT, ωB97M-V with the def2-TZVPD basis set

As for the SMILES: C=C(C)P(F)OC.CC(C)O. The value obtained for the lowest unoccupied orbital energy is 0.8 eV. The calculation puts the orbital gap at 10.03 eV. As for the energy above the lowest of the compared OMol25 structures with the same formula, charge and spin: 0.0 kcal per mole.

```
! wB97M-V def2-TZVPD RIJCOSX def2/J DEFGRID3
* xyz 0 1
C 3.805 -1.004 0.794
C 2.853 -0.776 -0.072
C 3.087 -1.167 -1.516
P 1.355 0.216 0.354
F 1.784 0.639 1.903
O 1.772 1.579 -0.448
C 0.776 2.572 -0.816
H 3.660 -0.455 1.786
H 4.565 -1.576 0.483
H 2.772 -0.478 -2.261
H 2.332 -1.967 -1.750
H 4.043 -1.564 -1.785
H 0.236 2.724 0.096
H 0.260 2.068 -1.529
H 1.477 3.311 -1.224
C -2.242 -1.514 0.966
C -2.778 -0.375 0.123
C -2.626 0.945 0.896
O -2.141 -0.098 -1.131
H -2.355 -1.260 2.017
H -2.739 -2.470 0.782
H -1.144 -1.819 0.717
H -3.734 -0.672 -0.271
H -1.872 0.706 1.538
H -3.529 1.199 1.456
H -2.300 1.800 0.234
H -1.453 -0.795 -1.168
*
```

Here are the natural (NBO) charges for atoms 1 to 4, given in e: atom 1 (C): -0.363, atom 2 (C): -0.357, atom 3 (C): -0.650, atom 4 (P): 1.373

=====

4.
Molecular formula: C21H9BrCl5N3OTl
Method: DFT, ωB97M-V with the def2-TZVPD basis set

The value obtained for the lowest unoccupied orbital energy is -6.2 eV. The calculation puts the orbital gap at 3.80 eV.

```
! wB97M-V def2-TZVPD RIJCOSX def2/J DEFGRID3
* xyz 1 1
Tl -3.127 -1.202 -4.152
Cl -1.967 2.476 -4.352
C -0.717 1.282 -4.696
C -1.042 -0.051 -4.579
C -0.032 -0.940 -4.897
Cl -0.413 -2.659 -4.800
C 1.245 -0.561 -5.291
Cl 2.457 -1.728 -5.661
C 1.530 0.801 -5.382
Cl 3.099 1.323 -5.857
C 0.538 1.737 -5.088
Cl 0.884 3.421 -5.215
Br 4.586 2.268 5.796
C 3.076 1.408 5.138
C 1.868 1.534 5.823
C 0.748 0.918 5.316
C 0.850 0.154 4.143
C 2.078 0.016 3.467
C 3.187 0.652 3.960
N -0.330 -0.374 3.675
N -0.310 -1.200 2.761
C -0.881 -1.513 1.655
C -0.960 -2.933 1.316
C -1.424 -3.322 0.129
C -1.819 -2.340 -0.914
O -2.102 -2.701 -2.031
C -1.814 -0.886 -0.527
N -2.292 -0.041 -1.425
C -2.330 1.253 -1.114
C -1.899 1.752 0.111
C -1.391 0.873 1.045
C -1.352 -0.484 0.729
H 1.818 2.121 6.728
H -0.213 0.998 5.807
H 2.139 -0.583 2.568
H 4.140 0.576 3.458
H -0.632 -3.641 2.065
H -1.493 -4.367 -0.144
H -2.707 1.914 -1.882
H -1.957 2.811 0.315
H -1.040 1.240 2.000
*
```

Here are the natural (NBO) charges for atoms 1 to 4, given in e: atom 1 (Tl): 0.718, atom 2 (Cl): -0.026, atom 3 (C): -0.063, atom 4 (C): -0.474

=====

5.
Molecular formula: HPS2
Method: DFT, ωB97M-V with the def2-TZVPD basis set

As for the SMILES: P#[SH]=S. The value obtained for the lowest unoccupied orbital energy (alpha / beta) is -2.4 / -2.3 eV. The calculation puts the orbital gap (alpha / beta) at 6.20 / 6.30 eV. As for the energy above the lowest of the compared OMol25 structures with the same formula, charge and spin: 61.4 kcal per mole.

```
! wB97M-V def2-TZVPD RIJCOSX def2/J DEFGRID3
* xyz 0 1
P 1.349 -2.042 0.289
S 1.948 0.030 0.558
S 3.589 0.881 -0.081
H 0.926 0.161 -0.338
*
```

What are the natural (NBO) partial charges on each atom? They are as follows, in elementary charge units: atom 1 (P): 0.195, atom 2 (S): 0.097, atom 3 (S): -0.416, atom 4 (H): 0.124

=====

6.
Molecular formula: C43H77N10O
Method: DFT, ωB97M-V with the def2-TZVPD basis set

The value obtained for the lowest unoccupied orbital energy is 1.5 eV. The calculation puts the orbital gap at 4.97 eV. As for the energy above the lowest of the compared OMol25 structures with the same formula, charge and spin: 24.8 kcal per mole.

```
! wB97M-V def2-TZVPD RIJCOSX def2/J DEFGRID3
* xyz -1 1
C 0.351 -0.186 0.933
C -0.161 0.540 -0.308
C -0.753 -0.401 -1.324
O -1.027 1.593 0.077
H 1.105 -0.941 0.709
H -0.486 -0.623 1.476
H 0.855 0.567 1.539
H 0.710 0.937 -0.829
H -1.562 -1.002 -0.908
H -0.018 -1.114 -1.698
H -1.220 0.194 -2.109
C 5.325 0.357 -3.176
C 6.121 1.483 -2.499
C 7.352 1.010 -1.761
C 8.277 0.130 -2.522
N 8.999 -0.591 -3.089
H 5.835 -0.288 -3.892
H 4.520 0.856 -3.714
H 4.885 -0.307 -2.432
H 5.508 2.068 -1.813
H 6.368 2.216 -3.268
H 7.094 0.547 -0.809
H 7.989 1.850 -1.482
C -7.453 3.581 -4.265
C -6.752 2.848 -3.125
C -5.290 2.811 -3.207
C -4.712 2.383 -4.433
N -4.242 1.986 -5.411
H -8.483 3.502 -3.915
H -7.278 3.122 -5.238
H -7.349 4.665 -4.225
H -7.148 1.833 -3.076
H -7.006 3.338 -2.186
H -4.857 2.306 -2.344
H -4.988 3.857 -3.157
C -1.110 4.644 6.801
C -0.110 3.433 6.744
C -0.397 2.494 5.531
C -1.633 1.734 5.732
N -2.644 1.177 5.884
H -2.064 4.251 7.153
H -1.221 5.187 5.863
H -0.692 5.372 7.497
H -0.125 2.873 7.679
H 0.904 3.831 6.699
H 0.422 1.791 5.372
H -0.595 3.080 4.633
C 2.983 6.809 1.274
C 2.409 5.445 1.818
C 3.528 4.607 2.524
C 3.956 5.214 3.750
N 4.292 5.713 4.747
H 3.426 7.392 2.081
H 2.131 7.376 0.898
H 3.685 6.754 0.443
H 2.107 4.914 0.915
H 1.506 5.565 2.416
H 4.395 4.616 1.863
H 3.166 3.599 2.724
C -1.558 -3.591 -5.980
C -1.187 -2.589 -7.130
C -0.023 -1.652 -6.751
C 1.281 -2.314 -6.676
N 2.320 -2.839 -6.559
H -2.391 -4.201 -6.330
H -1.904 -2.963 -5.159
H -0.799 -4.302 -5.653
H -2.057 -1.976 -7.364
H -0.929 -3.115 -8.049
H -0.148 -1.214 -5.761
H 0.034 -0.844 -7.480
C 4.495 -5.206 -1.709
C 5.860 -5.202 -2.418
C 6.064 -6.356 -3.468
C 5.830 -7.734 -2.934
N 5.677 -8.783 -2.562
H 4.354 -6.137 -1.161
H 3.707 -5.220 -2.462
H 4.246 -4.363 -1.064
H 6.765 -5.198 -1.809
H 5.887 -4.277 -2.994
H 7.059 -6.317 -3.911
H 5.309 -6.253 -4.247
C 3.613 -1.914 5.012
C 4.865 -2.336 4.159
C 5.352 -1.207 3.230
C 5.940 -0.094 3.991
N 6.395 0.747 4.657
H 2.879 -1.327 4.462
H 3.885 -1.233 5.818
H 3.117 -2.757 5.494
H 4.571 -3.186 3.544
H 5.708 -2.676 4.761
H 4.474 -0.783 2.743
H 6.146 -1.493 2.540
C -1.098 -6.068 -1.051
C -1.072 -7.408 -0.375
C -2.344 -7.606 0.428
C -3.539 -7.704 -0.420
N -4.477 -7.766 -1.045
H -2.045 -5.911 -1.567
H -0.469 -6.045 -1.941
H -0.892 -5.218 -0.401
H -0.238 -7.346 0.324
H -0.898 -8.227 -1.072
H -2.524 -6.819 1.161
H -2.257 -8.512 1.029
C -3.783 7.557 1.532
C -4.421 6.231 1.252
C -4.420 5.199 2.422
C -5.251 5.712 3.560
N -5.833 6.128 4.455
H -2.728 7.427 1.770
H -4.404 8.017 2.301
H -3.803 8.157 0.622
H -3.936 5.761 0.396
H -5.453 6.422 0.960
H -3.394 4.924 2.671
H -4.827 4.230 2.133
C -5.937 -3.311 1.717
C -5.088 -2.056 1.834
C -5.530 -0.882 0.888
C -6.953 -0.583 0.713
N -8.090 -0.364 0.553
H -5.567 -4.068 2.409
H -5.968 -3.748 0.719
H -6.995 -3.225 1.966
H -4.029 -2.294 1.726
H -5.194 -1.734 2.870
H -5.138 -0.996 -0.123
H -5.068 0.040 1.240
*
```

Here are the Mulliken charges for atoms 1 to 4, given in e: atom 1 (C): -0.899, atom 2 (C): 0.616, atom 3 (C): -1.156, atom 4 (O): -0.925

=====

7.
Molecular formula: C4H12
Method: DFT, ωB97M-V with the def2-TZVPD basis set

As for the SMILES: CC.CC. The value obtained for the lowest unoccupied orbital energy is 1.1 eV. The calculation puts the orbital gap at 12.53 eV. As for the energy above the lowest of the compared OMol25 structures with the same formula, charge and spin: 11.2 kcal per mole.

```
! wB97M-V def2-TZVPD RIJCOSX def2/J DEFGRID3
* xyz 0 1
C 0.561 -1.925 2.306
C -0.456 -0.973 1.696
H 1.162 -1.455 3.089
H 0.212 -2.902 2.621
H 1.343 -2.075 1.550
H -0.873 -1.331 0.748
H 0.007 -0.009 1.549
H -1.416 -0.875 2.212
C 0.393 1.467 -2.626
C -0.512 1.425 -1.353
H 1.465 1.360 -2.438
H 0.211 0.555 -3.196
H 0.208 2.379 -3.177
H -0.052 1.359 -0.373
H -1.103 0.520 -1.485
H -1.157 2.300 -1.385
*
```

Here are the natural (NBO) charges for atoms 1 to 4, given in e: atom 1 (C): -0.612, atom 2 (C): -0.611, atom 3 (H): 0.204, atom 4 (H): 0.208

=====

8.
Molecular formula: C31H41Cl2N3O2SSe2Tl
Method: DFT, ωB97M-V with the def2-TZVPD basis set

The value obtained for the lowest unoccupied orbital energy (alpha / beta) is -12.4 / -12.3 eV. The calculation puts the orbital gap (alpha / beta) at 2.42 / 2.56 eV. As for the energy above the lowest of the compared OMol25 structures with the same formula, charge and spin: 0.0 kcal per mole.

```
! wB97M-V def2-TZVPD RIJCOSX def2/J DEFGRID3
* xyz 3 1
Tl -14.469 -0.573 -8.940
C -19.280 -0.456 -6.925
Se -18.084 -1.359 -8.138
C -18.790 -0.452 -9.863
C -18.766 -1.418 -10.991
Se -18.668 -0.428 -12.694
C -18.889 -1.925 -13.913
H -20.259 -0.785 -7.270
H -19.156 0.631 -7.088
H -18.975 -0.630 -5.882
H -18.027 0.303 -9.948
H -19.755 0.002 -9.648
H -19.759 -1.906 -11.056
H -17.890 -2.080 -10.936
H -19.643 -2.630 -13.496
H -17.939 -2.433 -14.092
H -19.266 -1.562 -14.874
C -15.300 -0.561 -4.984
C -14.904 -2.020 -5.321
C -15.582 -3.081 -4.676
C -15.198 -4.400 -4.846
C -14.214 -4.710 -5.784
C -13.416 -3.722 -6.378
C -12.232 -4.141 -7.199
C -13.767 -2.354 -6.144
N -13.223 -1.262 -6.852
C -11.922 -1.093 -6.882
C -11.050 -1.480 -5.726
C -11.226 -0.441 -8.081
C -9.746 -0.766 -8.253
N -11.864 0.418 -8.801
C -11.337 1.219 -9.835
C -10.846 2.564 -9.448
C -11.102 3.070 -8.084
C -10.318 3.381 -10.439
C -10.308 3.046 -11.773
C -10.707 1.770 -12.144
C -11.268 0.834 -11.221
C -11.672 -0.546 -11.686
H -15.454 -0.407 -3.888
H -16.237 -0.287 -5.461
H -14.658 0.218 -5.336
H -16.369 -2.902 -3.994
H -15.678 -5.121 -4.175
H -14.066 -5.753 -6.032
H -12.433 -5.149 -7.512
H -11.230 -4.150 -6.694
H -12.077 -3.487 -8.080
H -11.674 -1.954 -4.948
H -10.634 -0.611 -5.271
H -10.240 -2.157 -6.064
H -9.596 -1.850 -8.247
H -9.234 -0.305 -7.426
H -9.375 -0.346 -9.153
H -12.188 3.133 -7.924
H -10.744 4.100 -7.988
H -10.603 2.438 -7.285
H -9.832 4.290 -10.171
H -9.930 3.694 -12.540
H -10.738 1.401 -13.186
H -12.666 -0.516 -12.212
H -11.744 -1.212 -10.837
H -10.981 -0.958 -12.423
Cl -17.264 2.965 -12.212
C -16.471 2.452 -13.654
C -16.191 3.406 -14.634
C -15.469 3.028 -15.766
C -15.095 1.703 -15.869
C -15.340 0.742 -14.856
Cl -14.698 -0.856 -15.120
C -16.001 1.090 -13.720
S -16.221 0.068 -12.370
H -16.537 4.421 -14.408
H -15.038 3.748 -16.480
H -14.472 1.270 -16.687
C -14.746 -3.266 -10.937
O -15.804 -2.923 -10.067
H -15.019 -3.513 -11.985
H -14.161 -4.106 -10.540
H -13.995 -2.407 -10.916
H -16.218 -3.708 -9.695
O -16.459 2.544 -8.262
N -16.772 1.572 -7.636
*
```

Here are the Mulliken charges for atoms 1 to 4, given in e: atom 1 (Tl): 0.779, atom 2 (C): -1.087, atom 3 (Se): 0.301, atom 4 (C): -0.502